(1)
Computed, not measured: a 12-piece molecular cluster, C59H119F15N10O13 overall in a non-equilibrium geometry, with ωB97M-V/def2-TZVPD.

Geometry (Å):
F 2.6788 -2.0599 2.3443
F -5.0240 -0.3104 5.4285
F -2.4853 -3.1332 3.3381
F -1.0769 -1.5821 2.4778
F -3.1724 2.1783 -3.6300
F 4.4986 -2.1791 3.5150
F 2.3444 5.5322 0.1091
F -0.8496 -2.5186 4.5324
F 3.1410 -0.5088 3.8778
F -6.8399 -0.2081 4.3038
F -3.9512 2.0414 -5.5685
F -5.8343 1.7167 4.6620
F 0.2694 5.9811 -0.3016
F -2.0163 1.1707 -5.0855
F 0.8308 4.2719 0.9913
O -3.4820 0.7669 2.9948
O -0.7420 -5.0420 3.2724
O 2.2552 3.1345 -1.0123
O 1.2594 -3.7596 -0.7552
O 1.5801 4.7039 -2.5765
O 3.4240 0.3423 1.1723
O -3.4660 -0.5312 -3.1044
O -5.3900 0.4235 1.9252
O -0.6008 -3.9606 1.3183
O 5.0449 -1.1427 0.9261
O -3.5579 -1.0370 -5.3016
O -0.6804 2.9118 8.1713
O 4.0456 3.5232 4.6474
N 2.3896 -5.5984 0.9615
N 4.4403 2.8606 1.0527
N -0.1861 0.9496 1.0103
N -0.2060 0.8219 -1.1787
N -2.9164 2.2281 5.3505
N 5.0829 2.1154 -2.2871
N -2.2779 -4.1819 -3.5441
N -3.0920 4.5603 1.3103
N 5.1655 4.2442 -2.4330
N -3.9295 3.2753 -0.2408
C 0.1699 -4.1292 -4.4772
C 4.1850 -6.1272 -0.7008
C 4.7550 5.6249 -2.4615
C 0.5023 5.0754 -3.3545
C 7.3312 -1.4061 0.2242
C 0.5160 0.9498 -2.5347
C 1.2373 3.9469 -1.3301
C 4.3478 3.1799 -2.5260
C -2.5843 4.9585 0.1298
C -5.6252 0.3476 4.3529
C 3.6922 -1.3015 2.9247
C -3.5732 -3.8664 -4.1590
C -4.2802 -1.1446 -6.4998
C -2.8233 5.1583 2.6361
C 4.8920 3.2163 2.4452
C 6.3409 2.4935 -1.9576
C -3.9299 3.5590 1.0919
C 6.4462 3.8325 -2.0759
C 3.7745 2.8942 3.4740
C -1.5244 0.6949 0.6285
C -1.8448 1.9774 6.3206
C -3.2577 1.2874 -4.6836
C 0.5687 1.0875 -0.0903
C 1.7723 -2.4273 -0.6812
C -1.2899 -3.6730 -4.5475
C -6.1527 -0.6475 1.3363
C -4.7572 2.2351 -0.8336
C -4.6334 -5.8220 -3.1287
C 0.1083 -6.8890 4.7099
C 4.3660 -0.3739 1.8827
C -0.4137 -3.7976 2.6604
C -3.4611 -2.0412 -7.4481
C -0.8795 3.8169 9.2668
C 4.4060 0.8031 -2.2050
C -3.3008 -6.1966 -2.5085
C -1.2170 -2.7281 3.2783
C 0.2116 1.2152 2.3837
C -1.5052 0.5663 -0.7521
C 0.8520 5.5943 -4.7449
C -5.9359 2.8240 -1.6462
C 0.3512 -0.0019 -3.6383
C -4.7117 0.0180 3.0999
C -1.6286 3.2052 7.1415
C -1.9911 -3.3727 -2.3196
C -0.6228 1.4203 5.5147
C 5.3863 4.6157 2.6641
C 6.3186 -1.6817 1.3599
C 3.2410 -5.0987 -0.1448
C 3.9666 0.3773 -3.6248
C 1.1870 4.9920 -0.1558
C -5.2236 -1.7884 0.8800
C -3.0579 4.0662 -0.8390
C 0.9911 -3.4035 -5.5703
C 3.6037 2.8125 5.8397
C -2.1827 -5.6528 -3.2720
C -4.6764 -4.3346 -3.3091
C 0.1369 -5.3973 4.3250
C 2.3394 -4.6384 -1.2168
C -3.9102 -0.1386 -4.3029
H -1.3287 4.0123 6.4796
H -6.3684 1.8809 -2.0362
H 5.7101 2.6071 2.8019
H 3.9635 5.6979 -3.2025
H -6.5704 3.5074 -1.0876
H -6.6301 -0.1452 0.4559
H -5.2667 -1.5596 -6.2572
H -2.3642 0.2359 -1.4565
H 7.0798 1.7936 -1.6213
H -1.2090 -5.8715 -2.8479
H -5.5531 3.4117 -2.5157
H 1.5580 1.0445 -2.2306
H -2.8717 3.8987 -1.8798
H 1.1204 -1.8733 -0.0276
H 4.1902 3.1996 6.7003
H -2.6084 3.4903 7.5240
H 1.1529 1.7200 2.4927
H 7.1477 4.5780 -1.6778
H -4.7201 -3.8358 -2.3464
H 6.0304 4.5807 3.5632
H 0.8545 -7.1796 5.5257
H -5.5919 -4.0691 -3.8049
H -0.1751 -4.7612 5.1781
H 6.1629 -2.7371 1.5020
H 5.0838 0.3143 2.4365
H 4.5244 -5.9033 -1.6924
H -0.9871 -3.4407 -1.8992
H -4.5545 -1.4670 0.0906
H 3.5345 3.2345 0.8884
H -1.9281 5.7846 0.0606
H 0.1921 -7.5517 3.8207
H -5.2389 1.6472 -0.0105
H -2.6300 6.2427 2.5785
H 3.8875 1.2287 1.0568
H 6.1157 4.8936 1.8103
H 0.1336 -5.1811 -4.7725
H 0.1857 1.1714 6.1857
H -0.9290 0.5190 4.9519
H -4.9592 0.1227 -4.3869
H 1.1435 -5.0589 3.9972
H 0.1865 3.4822 -1.5113
H 1.5974 -5.0313 1.2149
H -2.4894 0.6144 1.2847
H -5.5043 -6.0574 -2.5583
H 2.0167 -3.6949 -5.6172
H 7.0199 -0.5221 -0.3503
H 2.9372 -5.8921 1.7849
H 1.3915 4.8572 -5.3287
H -3.7825 -1.9457 -8.4837
H -2.9690 3.1804 4.9248
H -4.5559 3.0381 1.8222
H 4.9876 3.3884 0.4503
H 1.6194 1.3705 -0.0824
H 2.9850 -4.1397 -1.9094
H 0.7004 0.5198 -4.4952
H 0.0114 5.8627 -5.3689
H -4.5023 -1.0190 3.2711
H 3.9083 -4.2051 0.1192
H -3.7227 5.0412 3.2466
H 0.9234 -2.3330 -5.4497
H 0.6288 -3.3825 2.7550
H -3.7604 2.2245 5.8991
H -2.1566 -2.3428 -2.6150
H -4.1141 1.6885 -1.5030
H 3.6629 -7.1247 -0.6592
H 0.6036 -3.7610 -6.5502
H -0.8968 -7.0481 5.1194
H 1.9113 -5.5364 -1.6459
H -3.2129 -7.2901 -2.3785
H -1.6211 3.5271 9.9759
H -0.6576 1.7952 2.7507
H 0.2889 0.2651 2.9508
H 0.8223 -0.9369 -3.3784
H 0.6770 -3.9321 -3.5658
H 4.3678 5.8944 -1.5042
H 1.4754 6.4896 -4.6566
H 3.7819 1.7232 5.8583
H -2.6975 -3.7491 -1.6076
H -3.4123 -5.8414 -1.4534
H 3.2325 1.0828 -3.9941
H 2.8139 3.1809 3.0252
H 5.0814 -6.1083 -0.1219
H 2.5457 3.0558 6.0432
H -4.6672 -2.3011 1.6878
H 3.2886 3.2693 -2.5049
H -0.1683 4.2300 -3.4680
H -2.2163 -6.1815 -4.2357
H -0.6878 -0.2721 -3.7847
H 0.0506 1.8419 -2.9284
H 3.5142 0.8892 -1.5891
H -3.4713 -3.1391 -7.2455
H -1.1504 4.8172 8.9088
H 3.5192 -0.6277 -3.5077
H 5.6078 6.1863 -2.8225
H -1.6754 -3.9241 -5.5353
H -1.3827 -2.6052 -4.4954
H -0.1963 2.1634 4.8446
H -5.8016 -2.6211 0.4196
H 8.3273 -1.1640 0.6184
H 6.6531 -1.2575 2.3047
H -3.6714 -4.4087 -5.1041
H 5.0096 0.0405 -1.7030
H -6.8612 -1.0089 2.1168
H 4.6324 5.3800 2.7356
H -4.7629 -6.4103 -4.0867
H 1.6939 -1.8577 -1.6626
H 7.3999 -2.1485 -0.5414
H 4.8281 0.2165 -4.2851
H -2.4029 -1.7086 -7.3183
H -2.0975 1.1250 6.9365
H -3.5371 -2.8256 -4.4114
H -3.2371 1.1536 3.9591
H 0.1988 -3.8129 0.7639
H 0.0483 3.9303 9.8223
H 3.7417 1.7568 3.5535
H -1.9261 4.7328 3.0592
H 2.8092 -2.4286 -0.2715
H -4.3868 -0.1634 -7.0063
H -0.1083 5.7973 -2.7831

Cartesian forces, eV/Å:
0.935 1.016 0.635
-0.324 1.585 -0.901
-0.760 1.065 -0.388
-0.581 -1.057 1.700
-0.126 -0.544 0.753
0.101 0.377 -0.099
0.735 0.603 0.007
0.439 0.981 0.088
-0.011 -0.709 -0.251
0.450 0.486 -0.662
-0.025 -0.740 -0.672
0.826 -2.512 -0.597
0.320 -0.181 0.142
1.210 -0.174 -0.926
-0.102 0.754 -0.649
-1.128 -0.061 3.218
0.426 0.619 -0.671
-1.467 0.277 -0.335
1.314 -0.037 -0.781
0.964 -0.801 1.109
0.233 0.355 0.888
-0.137 0.165 -0.623
0.298 -1.134 0.856
-0.729 0.364 -1.364
0.579 -0.096 0.708
1.212 -0.674 -0.370
-1.017 1.010 -0.038
0.108 -0.667 2.309
1.678 -0.777 -0.044
0.189 -1.059 2.769
-0.707 0.414 -1.051
1.851 -0.360 0.404
-1.146 0.350 -0.429
-1.289 -1.165 0.639
2.340 -0.276 -0.352
-0.627 0.417 0.952
0.125 -0.872 0.237
-0.821 -0.813 3.533
-0.416 -0.068 -1.542
-0.943 -1.380 0.605
-0.285 -0.236 -1.313
-2.025 0.565 -0.301
-0.017 1.146 0.545
-1.392 1.283 1.616
1.183 0.223 -0.063
1.826 1.987 -0.176
0.290 -1.137 -1.982
0.357 0.295 1.597
-1.409 0.061 -0.480
-0.371 0.030 -0.344
-0.163 -0.059 -0.796
-0.348 0.694 -0.361
-1.079 -0.145 0.571
1.584 -0.583 0.303
-1.003 -1.107 -0.702
-1.078 0.724 0.702
-0.072 -2.030 -2.129
-0.800 -0.410 -0.879
1.564 -0.823 -1.985
-0.840 0.587 0.861
-1.383 -1.072 0.252
0.181 0.553 -0.542
0.865 -0.228 -0.880
0.175 -0.375 -0.181
-1.589 0.516 0.205
0.043 -0.968 -1.452
-0.391 0.064 0.090
0.637 -0.296 -0.410
2.486 -1.396 -0.485
0.620 -0.301 0.576
1.054 0.752 -0.465
0.040 -0.510 -0.880
-2.241 -0.776 2.819
-1.244 0.106 -1.099
-1.374 -0.678 0.570
-1.133 -0.382 -0.222
0.913 0.303 0.520
1.544 -0.376 -1.065
-1.218 -1.922 1.118
0.150 3.266 -0.309
0.499 -0.864 0.610
-0.715 0.049 0.157
-0.437 0.479 0.582
2.362 0.484 -1.307
0.138 0.220 -1.459
0.145 1.595 1.924
0.552 -1.195 1.137
-1.488 -1.648 -0.034
-0.747 -0.938 -0.233
1.185 2.067 0.087
-1.494 -0.931 -0.758
0.267 0.987 0.513
1.343 -0.234 -1.313
-1.060 0.266 0.043
1.136 0.559 0.911
-1.210 -0.121 0.107
0.762 1.842 1.553
0.533 0.460 -0.051
-0.615 0.956 0.100
0.459 -0.668 -0.677
-0.117 0.233 0.109
-0.332 -0.510 0.211
-0.009 -0.781 0.885
-0.086 0.132 -0.340
1.565 0.672 0.809
0.087 -0.217 -0.100
0.116 0.177 0.255
-0.238 -0.554 0.507
-0.261 0.533 -0.228
0.240 0.490 -0.347
-0.176 0.229 0.583
-0.316 0.032 -0.695
-0.075 0.070 0.507
0.247 0.454 -0.391
-0.082 -0.705 -0.719
0.112 0.143 0.232
-0.593 0.442 -0.335
-0.884 0.657 -1.307
-0.566 0.243 -0.257
0.544 -0.571 0.021
0.166 -0.488 0.188
-0.660 -0.789 -0.400
-0.155 0.164 -0.789
0.103 -0.712 -0.509
0.349 0.272 0.012
-1.319 0.395 -0.136
0.520 0.390 -0.137
0.242 0.484 0.592
1.125 0.273 -0.661
-0.220 -0.474 -0.460
-0.462 0.081 -0.402
-1.104 -0.288 1.125
0.536 -0.133 0.619
0.164 -0.281 0.345
0.119 0.490 0.287
-1.070 -0.334 0.087
-0.197 -0.378 0.440
1.204 0.656 0.420
0.268 0.136 -0.009
2.579 0.124 -0.860
-0.277 -0.697 0.815
0.790 -0.241 0.504
-0.088 0.083 0.464
-0.593 0.357 -0.652
0.306 -0.263 0.079
0.077 0.239 0.012
0.849 -0.858 0.569
0.457 0.213 -0.295
1.550 0.827 -1.609
-0.439 -0.023 -0.190
-0.085 0.549 -0.963
0.559 -0.133 -0.969
-0.575 0.048 0.302
-0.015 -0.794 -0.627
-0.830 -0.801 0.229
0.347 -0.223 0.042
-0.064 0.360 -0.259
-0.305 -1.063 0.794
-0.710 -0.230 -0.016
-0.571 0.316 0.280
0.023 -0.702 -0.033
0.815 0.825 -0.178
0.039 0.803 0.374
0.210 -0.300 0.030
-0.547 0.064 -0.342
0.207 0.428 -0.355
-0.830 -0.701 0.278
0.894 -0.196 0.362
-0.182 0.572 -0.417
0.702 -0.382 -0.561
0.045 -0.253 1.256
-0.043 0.528 0.613
0.023 -0.093 -0.087
-0.143 0.362 -0.667
-0.232 0.432 0.781
0.781 -0.018 -0.583
0.022 0.017 -0.400
-0.274 0.269 0.138
0.580 -0.542 0.633
0.293 -0.342 -0.177
-0.164 0.583 -0.303
-0.818 -0.224 -0.445
-0.287 -0.586 -0.184
0.198 0.448 -0.141
-0.392 0.242 -0.181
0.598 0.860 0.086
0.107 0.458 0.208
-0.231 0.793 0.254
0.071 -0.088 -0.096
-0.151 0.490 -0.204
-0.011 0.421 0.321
0.058 -0.252 -0.045
0.006 0.658 0.109
-0.190 0.182 -0.223
-0.017 0.635 0.287
-0.201 -0.360 -0.119
-0.104 0.227 0.001
0.511 -0.127 0.014
0.319 0.411 -0.224
0.052 0.253 -1.012
-0.351 0.259 0.087
0.114 0.917 0.591
0.425 -0.967 0.745
0.074 -0.942 -0.101
-0.281 0.470 0.006
-0.693 -0.214 -0.461
-0.677 0.053 0.363
-0.329 0.654 0.228
-0.242 -0.485 -1.753
-0.561 -0.144 0.447
0.185 -0.200 -0.146
-0.099 1.277 0.242
0.049 -0.436 0.224
-0.752 0.280 -0.386
-0.138 -0.367 0.373
0.145 0.238 -0.432

Properties
Net charge: +2
Largest force on an atom (hartree/bohr): 0.072
Gap between HOMO and LUMO (eV): 8.31
Multiplicity: 1

=====

(2)
Computed, not measured: a 2-piece molecular cluster, C5H13NO2 overall in a non-equilibrium geometry, with ωB97M-V/def2-TZVPD.

Geometry (Å):
O -1.0670 -0.2755 0.4452
O -1.6270 0.5753 -1.6875
N 0.6566 0.5348 -0.8481
C -2.2449 -0.0257 1.1926
C 1.0698 -0.0148 -2.1195
C 1.6745 0.1088 1.6691
C -0.6843 0.7450 -0.6696
C 1.0045 -0.7980 0.6884
H 2.2773 -0.5004 2.3538
H 0.4200 -1.5837 1.1554
H -1.4611 -0.2723 -2.1187
H -2.3619 -0.8289 1.9219
H 0.9452 0.6452 2.2766
H 2.1432 -0.2136 -2.0825
H 1.6540 -1.2867 -0.0265
H 0.9115 0.6978 -2.9397
H -0.8945 1.7247 -0.2287
H 2.3156 0.8276 1.1661
H 0.5734 -0.9667 -2.3800
H -3.1133 -0.0362 0.5267
H -2.1916 0.9433 1.7051

Cartesian forces, eV/Å:
-0.512 1.453 -0.956
0.642 0.130 -0.202
0.865 -1.702 1.380
-0.026 0.217 -0.587
0.015 -0.434 0.067
-0.016 -0.016 -0.081
-2.474 -0.654 1.973
1.824 0.450 -1.604
-0.031 0.016 -0.031
-0.497 0.426 -0.306
-0.008 0.012 0.038
0.109 0.056 -0.006
-0.031 0.015 -0.041
-0.047 0.000 0.025
0.498 0.035 0.093
-0.075 -0.059 0.191
-0.203 -0.015 -0.035
0.007 0.004 0.052
0.099 0.096 -0.123
-0.093 0.069 0.125
-0.047 -0.098 0.027

Properties
Largest force on an atom (hartree/bohr): 0.063
Gap between HOMO and LUMO (eV): 9.25
Multiplicity: 1

=====

(3)
Computed, not measured: one molecule with the formula C6H15NO2 in a non-equilibrium geometry, with ωB97M-V/def2-TZVPD.

Geometry (Å):
O 1.5992 1.1460 0.7784
O 0.1656 0.1520 -0.7514
N 1.7533 -1.1487 0.4395
C -2.1537 0.2826 -0.9793
C 2.3942 0.3226 -1.3786
C -1.2395 0.9258 1.2545
C 1.4366 0.0986 -0.1999
C -1.0883 -0.0303 0.0710
C -1.2228 -1.4855 0.5300
H 2.2061 1.2922 -1.8247
H -2.1336 -0.4712 -1.7599
H -0.4749 0.7391 2.0122
H 2.2009 -0.4444 -2.1204
H 2.7326 -1.1392 0.7082
H -0.8032 -1.6354 1.5171
H -3.1363 0.3126 -0.5126
H -1.1801 1.9627 0.9213
H 1.2200 -1.2558 1.2966
H -1.9529 1.2491 -1.4349
H 1.4145 1.9919 0.3577
H -2.2159 0.7653 1.7208
H 3.4235 0.2638 -1.0491
H -2.2660 -1.7573 0.5657
H -0.6793 -2.1365 -0.1621

Cartesian forces, eV/Å:
0.202 -0.310 -0.051
-1.337 -0.039 0.890
-0.030 -0.077 0.158
0.271 -0.002 0.208
-0.499 -0.259 0.303
0.408 -0.140 -0.053
0.573 0.603 0.025
0.488 -0.013 -0.791
0.619 0.176 -0.404
-0.020 0.182 -0.040
-0.078 -0.106 -0.114
-0.101 0.152 -0.116
0.054 -0.084 -0.118
-0.110 0.014 -0.063
0.049 -0.053 0.282
-0.094 -0.082 -0.018
0.028 0.008 0.083
0.050 0.047 -0.080
0.009 0.097 -0.002
-0.051 -0.003 -0.120
0.011 -0.031 -0.155
0.206 0.025 0.099
-0.368 -0.152 0.012
-0.280 0.050 0.064

Properties
Largest force on an atom (hartree/bohr): 0.031
Gap between HOMO and LUMO (eV): 10.81
Structure (SMILES): CC(C)(C)O[C@](C)(N)O
Multiplicity: 1